# 1
Molecular formula: C8H19INP
Method: DFT, the ωB97M-V functional and the def2-TZVPD basis

SMILES: CC(C)(C)P(NI)C(C)(C)C
E_HOMO: -8.325 eV
Energy relative to the best compared isomer or geometry (same formula, charge and spin): 0.00 kJ/mol
LUMO energy: 0.14 eV
Net charge: 0
Kohn-Sham gap: 8.466 eV
Energy: -1009.87983 Ha

```
30
Properties=species:S:1:pos:R:3:mulliken_charge:R:1
C 0.688 -1.352 1.267 -2.06
C 0.632 -1.508 -0.255 2.03
C -0.098 -2.870 -0.458 -2.20
C 2.013 -1.254 -0.909 -1.71
P -0.659 -0.186 -0.802 -0.18
N -2.168 -0.751 0.553 -0.82
I -4.038 -0.101 -0.048 0.01
C -0.326 1.556 -0.107 2.07
C 1.094 1.822 -0.598 -2.73
C -1.112 2.642 -0.920 -1.91
C -0.512 1.694 1.429 -1.40
H -0.229 -1.243 1.772 0.58
H 1.096 -2.229 1.774 0.53
H 1.400 -0.703 1.688 0.37
H -1.043 -2.931 -1.066 0.34
H -0.251 -3.192 0.478 0.60
H 0.548 -3.512 -0.872 0.58
H 1.875 -0.730 -1.776 0.43
H 2.603 -0.686 -0.167 0.30
H 2.327 -2.288 -1.057 0.46
H -2.321 -1.712 0.353 0.41
H 1.201 1.563 -1.621 0.49
H 1.295 2.789 -0.357 0.70
H 1.750 1.251 -0.139 0.70
H -2.239 2.582 -0.889 0.29
H -0.932 2.435 -1.902 0.62
H -0.822 3.598 -0.697 0.57
H -0.980 0.787 1.815 0.31
H 0.438 1.940 1.984 0.25
H -1.229 2.588 1.526 0.39
```

# 2
Molecular formula: C8H19LiNO4
Method: DFT, the ωB97M-V functional and the def2-TZVPD basis

E_HOMO: -2.283 eV
LUMO energy: 2.92 eV
Net charge: -1
Kohn-Sham gap: 5.200 eV
Energy: -679.41034 Ha

```
33
Properties=species:S:1:pos:R:3:mulliken_charge:R:1
Li 0.329 -0.787 0.413 0.72
O -0.657 -1.628 2.163 -1.00
C -0.119 -2.913 2.000 -0.46
C 0.549 -3.386 0.647 -0.49
O 1.199 -2.502 -0.238 -0.89
H -0.924 -3.587 2.291 0.33
H 0.597 -3.133 2.792 0.20
H -0.288 -3.826 0.105 0.19
H 1.138 -4.274 0.879 0.31
C -1.818 2.596 1.173 -0.69
O -1.882 2.318 -0.213 -0.34
C -2.502 1.091 -0.481 -0.53
C -1.894 0.492 -1.733 -0.90
N -0.489 0.006 -1.516 -0.15
C 0.510 1.081 -1.765 -0.78
C 1.839 0.665 -1.201 -0.45
O 1.807 0.837 0.214 -0.17
C 3.050 0.673 0.879 -1.02
H -1.141 3.448 1.234 0.23
H -1.428 1.728 1.705 0.31
H -2.760 2.960 1.583 0.30
H -3.545 1.351 -0.658 0.41
H -2.589 0.305 0.269 0.40
H -1.931 1.264 -2.501 0.36
H -2.464 -0.265 -2.272 0.44
H -0.252 -0.769 -2.120 0.19
H 0.220 1.984 -1.228 0.26
H 0.566 1.564 -2.740 0.38
H 2.684 1.235 -1.588 0.57
H 2.097 -0.363 -1.456 0.29
H 3.567 1.632 0.902 0.32
H 3.742 -0.116 0.584 0.37
H 2.788 0.321 1.876 0.29
```

# 3
Molecular formula: C8H19N2O
Method: DFT, the ωB97M-V functional and the def2-TZVPD basis

E_HOMO (alpha / beta): -13.788 / -13.836 eV
Energy relative to the best compared isomer or geometry (same formula, charge and spin): 728.49 kJ/mol
LUMO energy (alpha / beta): -6.36 / -6.27 eV
Net charge: +1
Kohn-Sham gap (alpha / beta): 7.432 / 7.564 eV
Energy: -500.44660 Ha

```
30
Properties=species:S:1:pos:R:3:mulliken_charge:R:1
C -0.888 -1.760 -0.089 -0.61
C -2.275 -1.167 0.303 -0.76
C 4.106 0.355 -0.479 -0.93
C -2.733 0.626 -1.364 -0.73
C -3.347 0.952 0.806 -1.29
C 3.277 0.848 0.729 -0.74
C 1.740 0.592 0.746 -0.61
C 1.357 -0.870 0.262 -0.64
N 0.101 -1.203 0.769 -0.04
N -2.238 0.325 0.009 0.54
O -1.047 0.834 0.328 -0.68
H -1.063 -2.782 0.124 0.49
H -0.791 -1.824 -1.132 0.42
H -2.971 -1.739 -0.264 0.43
H -2.635 -1.479 1.347 0.41
H 3.856 1.074 -1.388 0.22
H 5.118 0.509 -0.308 0.38
H 3.756 -0.695 -0.547 0.26
H -3.805 0.580 -1.398 0.36
H -2.360 1.630 -1.813 0.28
H -2.441 -0.273 -1.935 0.34
H -2.916 1.302 1.653 0.44
H -3.484 1.866 0.339 0.59
H -4.309 0.395 0.762 0.38
H 3.582 0.302 1.547 0.40
H 3.255 1.977 0.711 0.34
H 1.286 0.875 1.644 0.56
H 1.337 1.374 0.154 0.32
H 2.046 -1.475 0.787 0.45
H 1.626 -1.089 -0.741 0.43
```

# 4
Molecular formula: C8H19N3
Method: DFT, the ωB97M-V functional and the def2-TZVPD basis

E_HOMO: -16.508 eV
Energy relative to the best compared isomer or geometry (same formula, charge and spin): 470.76 kJ/mol
LUMO energy: -9.37 eV
Net charge: +2
Kohn-Sham gap: 7.141 eV
Energy: -479.64630 Ha

```
30
Properties=species:S:1:pos:R:3:mulliken_charge:R:1
C -0.058 -0.571 -2.798 0.76
C -0.303 -0.768 -0.364 0.38
C 0.313 0.512 -3.664 -1.37
C -1.034 -1.962 -0.056 -1.23
C 0.801 1.861 2.770 -1.50
C 1.909 0.208 1.217 -1.44
C -1.813 0.750 1.605 -0.97
C 0.582 0.569 1.982 0.85
N -0.577 -1.701 -3.187 -0.19
N 0.250 -0.303 -1.464 -0.04
N -0.541 0.785 1.144 -0.11
H 1.442 0.569 -3.818 0.41
H -0.015 1.611 -3.241 0.41
H -0.126 0.345 -4.643 0.41
H -1.596 -1.730 0.852 0.24
H -0.296 -2.875 -0.066 0.38
H -1.962 -2.164 -0.779 0.42
H 0.147 2.120 3.577 0.46
H 1.881 1.612 3.269 0.35
H 0.958 2.816 2.161 0.36
H 2.679 0.276 1.912 0.64
H 2.070 0.884 0.385 0.21
H 1.660 -0.796 0.912 0.34
H -1.893 -0.065 2.322 0.51
H -2.545 0.756 0.784 0.32
H -1.803 1.856 1.974 0.38
H 0.260 -0.106 2.705 0.31
H -0.462 -2.000 -4.137 0.31
H -0.889 -2.460 -2.676 0.14
H 0.868 0.588 -1.482 0.29
```

# 5
Molecular formula: C8H19N3O
Method: DFT, the ωB97M-V functional and the def2-TZVPD basis

SMILES: C[NH2+]C1(/C(N)=[NH+]/O)CCCCC1
E_HOMO: -17.980 eV
Energy relative to the best compared isomer or geometry (same formula, charge and spin): 192.43 kJ/mol
LUMO energy: -7.24 eV
Net charge: +2
Kohn-Sham gap: 10.738 eV
Energy: -555.01811 Ha

```
31
Properties=species:S:1:pos:R:3:mulliken_charge:R:1
C -1.457 2.330 -0.482 -0.78
N -0.322 1.917 0.339 0.01
C 0.120 0.510 0.094 0.73
C -1.276 -0.368 0.588 -0.33
N -1.941 -0.200 1.726 -0.26
N -1.717 -1.269 -0.285 0.27
O -3.002 -1.707 -0.158 -0.45
C 0.544 0.343 -1.353 -1.57
C 1.421 -0.954 -1.454 -0.63
C 2.516 -1.199 -0.410 -0.97
C 1.780 -1.227 0.971 -0.60
C 1.256 0.253 1.124 -1.16
H -2.225 1.507 -0.559 0.30
H -2.043 3.267 -0.239 0.36
H -1.163 2.584 -1.462 0.37
H -0.535 2.057 1.404 0.53
H 0.506 2.485 0.159 0.47
H -1.809 0.627 2.304 0.22
H -2.828 -0.672 1.923 0.31
H -1.050 -1.584 -1.004 0.21
H -3.003 -2.731 -0.414 0.43
H 1.016 1.189 -1.740 0.54
H -0.386 0.215 -1.836 0.63
H 2.002 -0.944 -2.380 0.40
H 0.737 -1.782 -1.505 0.35
H 3.082 -2.067 -0.655 0.44
H 3.362 -0.547 -0.478 0.44
H 1.000 -1.981 1.120 0.29
H 2.518 -1.409 1.693 0.44
H 0.825 0.510 2.119 0.46
H 2.073 0.848 0.850 0.53
```

# 6
Molecular formula: C8H19N3O4P
Method: DFT, the ωB97M-V functional and the def2-TZVPD basis

E_HOMO: -13.191 eV
LUMO energy: -3.66 eV
Net charge: +1
Kohn-Sham gap: 9.535 eV
Energy: -1122.62194 Ha

```
35
Properties=species:S:1:pos:R:3:mulliken_charge:R:1
O 3.726 -1.407 2.766 -0.41
P 3.308 -1.901 1.282 0.23
O 3.119 -0.491 0.539 -0.33
N 1.625 -2.498 1.625 -0.11
C 0.482 -1.966 1.337 0.33
N -0.655 -2.730 1.475 -0.43
C -1.796 -1.915 1.997 -0.68
C -1.399 -0.599 2.700 -0.42
C -0.108 0.048 2.171 -0.62
N 0.363 -0.671 0.949 0.11
H 2.917 -1.220 3.273 0.35
H 2.423 -0.506 -0.140 0.37
H 1.573 -3.383 2.121 0.32
H -0.898 -3.068 0.545 0.30
H -2.294 -2.520 2.738 0.35
H -2.520 -1.719 1.220 0.35
H -1.317 -0.754 3.766 0.40
H -2.213 0.087 2.531 0.30
H 0.694 -0.051 2.888 0.11
H -0.230 1.092 1.931 0.43
H -0.388 -0.625 0.262 0.07
O -1.884 0.359 -0.898 -0.63
C -1.403 1.019 -1.791 0.92
O -0.142 0.768 -2.158 -0.41
C 0.473 1.343 -3.328 -0.44
C 1.079 2.698 -3.035 -0.99
C -2.160 2.155 -2.425 -1.16
H -0.234 1.374 -4.157 0.39
H 1.255 0.642 -3.613 0.34
H 0.321 3.422 -2.737 0.28
H 1.593 3.082 -3.916 0.39
H 1.796 2.624 -2.217 0.29
H -2.002 3.056 -1.834 0.30
H -3.219 1.908 -2.412 0.34
H -1.885 2.347 -3.458 0.36
```

# 7
Molecular formula: C8H19NO
Method: DFT, the ωB97M-V functional and the def2-TZVPD basis

SMILES: CCN(C)C(C)=O.CCC
E_HOMO: -9.049 eV
Energy relative to the best compared isomer or geometry (same formula, charge and spin): 306.20 kJ/mol
LUMO energy: 0.72 eV
Net charge: 0
Kohn-Sham gap: 9.772 eV
Energy: -446.11610 Ha

```
29
Properties=species:S:1:pos:R:3:mulliken_charge:R:1
C -2.690 1.539 1.103 -1.09
C -1.755 1.330 -0.140 -0.48
N -0.276 1.255 0.072 0.19
C 0.129 0.926 1.458 -1.26
C 0.545 0.759 -0.934 0.81
C 0.011 1.050 -2.322 -1.55
O 1.760 0.814 -0.818 -0.57
H -3.338 0.618 1.115 0.29
H -3.439 2.319 0.895 0.33
H -2.054 1.469 1.944 0.31
H -2.172 0.558 -0.804 0.30
H -1.843 2.212 -0.804 0.47
H -0.292 1.650 2.164 0.37
H -0.426 -0.082 1.608 0.43
H 1.156 1.191 1.646 0.30
H 0.539 0.529 -3.121 0.32
H -1.072 0.956 -2.494 0.37
H -0.042 2.090 -2.609 0.43
C 0.223 -2.126 -0.372 -1.33
C 1.768 -2.066 -0.259 -0.13
C 2.262 -1.592 1.105 -1.01
H -0.163 -2.194 -1.386 0.31
H -0.371 -1.272 -0.096 0.26
H -0.164 -3.006 0.150 0.42
H 2.084 -3.082 -0.435 0.41
H 2.149 -1.409 -1.033 0.28
H 2.411 -0.520 1.297 0.17
H 1.728 -2.043 1.934 0.31
H 3.333 -1.874 1.139 0.35
```

# 8
Molecular formula: C8H19NO
Method: DFT, the ωB97M-V functional and the def2-TZVPD basis

SMILES: CCN(C)C(C)=O.CCC
E_HOMO: -8.921 eV
Energy relative to the best compared isomer or geometry (same formula, charge and spin): 462.02 kJ/mol
LUMO energy: 0.77 eV
Net charge: 0
Kohn-Sham gap: 9.688 eV
Energy: -446.05675 Ha

```
29
Properties=species:S:1:pos:R:3:mulliken_charge:R:1
C 1.796 1.695 0.460 -0.83
C 0.733 2.728 0.092 -0.81
N -0.207 1.931 -0.819 0.12
C -0.232 2.256 -2.317 -0.83
C -1.212 1.270 -0.122 0.58
C -1.063 0.808 1.263 -0.87
O -2.024 0.618 -0.823 -0.69
H 1.673 0.800 -0.187 0.21
H 1.836 1.615 1.532 0.31
H 2.959 2.020 0.254 0.30
H 0.121 3.059 0.848 0.50
H 1.238 3.551 -0.574 0.41
H 0.924 1.865 -2.660 0.26
H -1.103 1.995 -3.134 0.25
H -0.083 3.471 -2.192 0.29
H -2.118 0.677 1.776 0.31
H -0.699 -0.242 1.307 0.18
H -0.362 1.365 1.813 0.44
C -0.784 -2.175 -0.467 -1.10
C 0.392 -2.886 -0.015 -0.04
C 0.053 -3.793 1.240 -1.22
H -1.662 -2.785 -0.501 0.42
H -1.105 -1.349 0.249 -0.06
H -0.716 -1.420 -1.321 0.30
H 0.855 -3.327 -0.868 0.43
H 1.172 -2.177 0.326 0.13
H -0.796 -3.167 1.667 0.28
H -0.367 -4.726 1.153 0.40
H 0.780 -3.675 2.020 0.34
```

# 9
Molecular formula: C8H19NO
Method: DFT, the ωB97M-V functional and the def2-TZVPD basis

E_HOMO: -9.047 eV
Energy relative to the best compared isomer or geometry (same formula, charge and spin): 568.94 kJ/mol
LUMO energy: 0.94 eV
Net charge: 0
Kohn-Sham gap: 9.983 eV
Energy: -446.01602 Ha

```
29
Properties=species:S:1:pos:R:3:mulliken_charge:R:1
C 0.140 1.260 2.266 -0.76
C 1.075 0.253 1.634 0.70
C 2.597 -0.228 -0.544 -0.68
C -2.991 -0.166 0.723 -1.41
C -1.964 -0.890 -0.067 -0.21
C -1.497 0.074 -1.111 -0.73
C -0.501 -0.627 -2.106 -0.05
C 0.449 0.309 -2.724 -0.86
H 0.273 2.351 1.976 0.27
H 0.332 1.315 3.358 0.37
H -0.976 1.032 2.187 -0.05
H 2.328 1.612 0.539 0.19
H 2.062 -1.191 -0.530 0.28
H 2.266 0.164 -1.545 -0.03
H 3.658 -0.542 -0.284 0.36
H -2.592 0.560 1.417 0.25
H -3.493 0.465 0.064 0.40
H -3.659 -0.710 1.431 0.32
H -2.555 -1.748 -0.527 0.31
H -1.431 -1.630 0.563 0.37
H -2.527 0.511 -1.702 0.26
H -0.983 0.971 -0.791 0.31
H -1.011 -1.441 -2.870 0.32
H 0.050 -1.359 -1.363 0.03
H 0.251 1.240 -1.788 0.25
H 1.779 0.222 -2.909 0.31
H -0.050 0.864 -3.781 0.21
N 2.004 0.672 0.496 -0.20
O 1.051 -0.912 1.832 -0.54
```

# 10
Molecular formula: C8H19NO
Method: DFT, the ωB97M-V functional and the def2-TZVPD basis

SMILES: CC(C)(C)C(N)=O.CCC
E_HOMO: -9.337 eV
Energy relative to the best compared isomer or geometry (same formula, charge and spin): 111.19 kJ/mol
LUMO energy: 0.76 eV
Net charge: 0
Kohn-Sham gap: 10.094 eV
Energy: -446.19037 Ha

```
29
Properties=species:S:1:pos:R:3:mulliken_charge:R:1
C 2.213 1.985 0.071 -1.78
C 1.361 0.717 0.044 1.58
C 1.535 -0.035 1.365 -1.52
C 1.785 -0.170 -1.128 -1.51
C -0.240 1.295 -0.055 0.60
N -0.551 1.845 -1.280 -0.38
O -0.781 1.695 0.968 -0.64
H 2.150 2.538 -0.872 0.33
H 1.892 2.654 0.875 0.40
H 3.271 1.750 0.235 0.46
H 2.594 -0.218 1.584 0.45
H 1.117 0.528 2.205 0.34
H 1.061 -1.021 1.327 0.21
H 1.202 -1.095 -1.163 0.23
H 1.683 0.338 -2.092 0.38
H 2.839 -0.462 -1.036 0.44
H 0.027 1.703 -2.094 0.19
H -1.264 2.562 -1.271 0.26
C -1.906 -1.380 1.493 -1.17
C -2.078 -0.936 0.055 0.66
C -2.069 -2.075 -0.945 -1.26
H -2.650 -2.129 1.784 0.42
H -2.012 -0.520 2.162 0.29
H -0.916 -1.822 1.635 0.22
H -3.010 -0.372 -0.038 0.35
H -1.062 -0.288 -0.216 -0.49
H -2.763 -2.873 -0.660 0.38
H -1.064 -2.501 -1.023 0.30
H -2.365 -1.712 -1.934 0.29
```

# 11
Molecular formula: C8H19NO
Method: DFT, the ωB97M-V functional and the def2-TZVPD basis

SMILES: CC[C@@H](O)NC.C=C(C)C
E_HOMO: -8.011 eV
Energy relative to the best compared isomer or geometry (same formula, charge and spin): 263.68 kJ/mol
LUMO energy: 0.81 eV
Net charge: 0
Kohn-Sham gap: 8.821 eV
Energy: -446.13229 Ha

```
29
Properties=species:S:1:pos:R:3:mulliken_charge:R:1
C -0.324 2.262 -1.958 -1.24
C -0.236 0.740 -2.047 -0.19
C -1.214 -0.017 -1.134 -0.18
O -1.156 -1.373 -1.303 -0.69
N -0.920 0.279 0.320 -0.22
C -2.051 -0.126 1.150 -1.19
H 0.038 2.641 -1.000 0.30
H -1.354 2.599 -2.094 0.30
H 0.282 2.728 -2.735 0.40
H -0.479 0.417 -3.059 0.34
H 0.779 0.401 -1.847 0.03
H -2.242 0.336 -1.366 0.46
H -0.139 -1.668 -0.871 0.41
H -0.740 1.269 0.448 0.21
H -1.853 0.093 2.198 0.36
H -2.212 -1.192 1.008 0.36
H -2.972 0.398 0.860 0.39
C 1.217 -1.844 -0.075 -1.59
C 1.139 -0.840 0.878 1.96
C 0.764 -1.196 2.289 -1.64
C 1.991 0.395 0.762 -1.48
H 1.060 -2.865 0.254 0.40
H 1.933 -1.727 -0.880 0.34
H 0.091 -2.049 2.323 0.39
H 0.288 -0.352 2.791 0.30
H 1.670 -1.446 2.842 0.43
H 2.878 0.279 1.388 0.42
H 2.311 0.583 -0.261 0.36
H 1.453 1.274 1.119 0.27
```

# 12
Molecular formula: C8H19P
Method: DFT, the ωB97M-V functional and the def2-TZVPD basis

SMILES: CPC(C)(C)C.C=CC
E_HOMO: -8.253 eV
Energy relative to the best compared isomer or geometry (same formula, charge and spin): 48.05 kJ/mol
LUMO energy: 0.89 eV
Net charge: 0
Kohn-Sham gap: 9.148 eV
Energy: -657.44752 Ha

```
28
Properties=species:S:1:pos:R:3:mulliken_charge:R:1
C -0.441 1.534 -1.407 -1.06
P -0.313 -0.116 -0.627 -0.03
C -1.983 -0.261 0.258 1.28
C -3.112 0.152 -0.691 -1.71
C -2.205 -1.739 0.644 -1.90
C -1.962 0.641 1.520 -1.37
H 0.605 2.107 -1.468 0.25
H -1.156 2.051 -0.715 0.31
H -0.863 1.554 -2.321 0.46
H -0.354 -0.940 -1.813 0.01
H -3.996 0.321 -0.180 0.45
H -2.927 0.939 -1.323 0.45
H -3.213 -0.639 -1.393 0.46
H -2.372 -2.253 -0.209 0.57
H -3.049 -1.878 1.244 0.45
H -1.455 -2.367 1.219 0.31
H -1.737 1.640 1.121 0.37
H -2.985 0.642 2.036 0.35
H -1.132 0.385 2.193 0.35
C 2.740 -0.468 1.506 -0.85
C 2.731 0.754 1.063 0.41
C 4.094 1.458 1.032 -1.20
H 1.888 -1.067 1.549 0.31
H 3.579 -1.143 1.502 0.23
H 1.801 1.341 0.781 0.19
H 4.622 1.202 1.980 0.31
H 4.158 2.578 0.951 0.31
H 4.714 0.840 0.388 0.30
```